Model A:
Entry from the Open Molecules 2025 dataset: a cluster of 13 separate species, C39H104O13 in total (ωB97M-V/def2-TZVPD).

Geometry as ORCA input:
```
! wB97M-V def2-TZVPD RIJCOSX def2/J DEFGRID3
* xyz 0 1
C 32.06852 -1.71955 -17.77466
C 30.85880 -2.64718 -18.00858
C 31.05606 -3.47725 -19.27647
O 30.82050 -3.51153 -16.88217
H 32.29291 -1.03143 -18.58966
H 33.00753 -2.27019 -17.71829
H 31.96165 -1.16063 -16.84500
H 29.89821 -2.13204 -18.01022
H 31.18266 -2.85141 -20.15986
H 30.15568 -4.05864 -19.47502
H 31.95231 -4.09544 -19.22498
H 31.67152 -3.95424 -16.84476
C 30.04841 6.10262 -16.53334
C 28.98200 5.67316 -17.62620
C 29.15212 4.16050 -17.96082
O 27.71245 5.89648 -17.07213
H 31.05388 6.15672 -16.95070
H 30.06190 5.41955 -15.68402
H 29.85578 7.12431 -16.20601
H 29.08475 6.21452 -18.56666
H 30.08084 3.87289 -18.45363
H 28.37475 3.99058 -18.70575
H 28.89172 3.52317 -17.11577
H 27.57219 6.82481 -16.87176
C 34.12978 0.85291 -24.52435
C 32.75099 0.61524 -25.18364
C 31.65409 1.30333 -24.47781
O 32.88918 1.20041 -26.45779
H 34.12604 0.52165 -23.48591
H 34.22408 1.93857 -24.50116
H 34.95467 0.37551 -25.05327
H 32.61155 -0.46339 -25.11132
H 31.74901 2.37364 -24.29473
H 31.66955 0.96364 -23.44221
H 30.65429 1.13912 -24.87974
H 32.13487 0.89266 -26.96563
C 28.31119 -5.05110 -22.33580
C 27.48596 -5.70533 -23.48439
C 28.43195 -6.20310 -24.60520
O 26.76236 -6.80751 -22.93882
H 29.07070 -5.69461 -21.89179
H 27.67466 -4.73473 -21.50945
H 28.87051 -4.17998 -22.67698
H 26.80993 -4.95147 -23.88786
H 29.08392 -5.41393 -24.97970
H 27.87701 -6.56070 -25.47253
H 29.16263 -6.92244 -24.23541
H 26.25163 -7.16677 -23.66798
C 29.06456 0.70811 -18.92031
C 29.51662 0.05883 -20.21515
C 28.66318 -1.07155 -20.69100
O 29.65762 0.98901 -21.22117
H 29.21104 0.06838 -18.05003
H 28.02705 1.02314 -19.03184
H 29.61534 1.61827 -18.68293
H 30.50867 -0.37296 -20.08293
H 29.03608 -1.43979 -21.64674
H 27.61097 -0.83307 -20.84618
H 28.61948 -1.96388 -20.06653
H 30.32744 1.58926 -20.88553
C 30.92007 4.11652 -21.81098
C 32.14143 3.65740 -21.02323
C 32.81133 4.78584 -20.25713
O 31.70554 2.67712 -20.09168
H 30.18923 4.62873 -21.18520
H 30.36548 3.23214 -22.12472
H 31.27763 4.74821 -22.62413
H 32.90268 3.15185 -21.61737
H 33.78665 4.56499 -19.82347
H 32.14597 5.20735 -19.50364
H 32.86167 5.52665 -21.05511
H 32.36959 2.53109 -19.41395
C 26.13712 1.63278 -22.55111
C 27.09598 1.93365 -23.70321
C 27.67707 3.35683 -23.60276
O 28.16647 1.02067 -23.52861
H 26.66512 1.61826 -21.59763
H 25.75470 0.61238 -22.57625
H 25.36882 2.40582 -22.56645
H 26.62496 1.80837 -24.67817
H 27.91539 3.48735 -22.54717
H 26.82939 4.00392 -23.82821
H 28.63207 3.47963 -24.11365
H 28.49407 1.09794 -22.62955
C 29.70985 0.27184 -15.25920
C 30.27957 0.67152 -13.88996
C 31.60004 -0.03810 -13.56348
O 30.23325 2.07131 -13.78204
H 30.17225 0.86388 -16.04900
H 28.63041 0.41425 -15.31067
H 29.89404 -0.75964 -15.55960
H 29.52567 0.29245 -13.20000
H 31.72341 -0.20319 -12.49314
H 32.51028 0.38673 -13.98666
H 31.60746 -1.02687 -14.02215
H 29.40258 2.34905 -14.17504
C 31.70819 -3.71189 -23.28223
C 32.91712 -4.33353 -22.43863
C 32.55906 -5.67116 -21.76770
O 34.11346 -4.43182 -23.14904
H 31.20009 -4.44761 -23.90564
H 32.01390 -2.81258 -23.81694
H 30.92003 -3.30999 -22.64554
H 33.35378 -3.67861 -21.68464
H 33.19508 -5.77420 -20.88852
H 32.87616 -6.42667 -22.48657
H 31.51309 -5.77932 -21.48074
H 34.54351 -5.12878 -22.64815
C 29.37161 -2.03094 -24.97513
C 28.21415 -1.50143 -25.82687
C 26.89951 -1.79411 -25.13146
O 28.36434 -0.11311 -25.95433
H 30.32687 -1.93955 -25.49208
H 29.16139 -3.08311 -24.78321
H 29.45521 -1.50765 -24.02262
H 28.14547 -1.99180 -26.79791
H 26.60371 -2.84212 -25.08388
H 26.08746 -1.29586 -25.66101
H 26.92589 -1.42817 -24.10506
H 28.31360 0.31014 -25.09416
C 24.59563 -2.86305 -22.26425
C 23.28399 -3.26195 -21.60476
C 22.41793 -4.20233 -22.48248
O 23.51816 -3.83118 -20.34759
H 25.17996 -3.75673 -22.48336
H 25.09302 -2.19242 -21.56356
H 24.45336 -2.31735 -23.19702
H 22.70665 -2.37674 -21.33794
H 22.52117 -5.27773 -22.33773
H 22.57011 -3.99074 -23.54087
H 21.35842 -4.04686 -22.27910
H 24.07357 -4.59995 -20.49633
C 25.75706 3.96343 -14.60642
C 26.65631 2.79463 -14.89756
C 26.56095 2.27571 -16.30387
O 27.96696 3.39060 -14.77658
H 24.77798 3.63376 -14.25886
H 25.72240 4.64471 -15.45658
H 26.13032 4.52628 -13.75086
H 26.59221 1.98108 -14.17498
H 27.34671 1.57640 -16.58964
H 26.53588 3.04114 -17.07950
H 25.61451 1.74339 -16.39859
H 27.97802 4.20437 -15.28574
C 26.34404 -3.19629 -18.66268
C 25.19437 -3.09981 -17.65315
C 24.83757 -4.41701 -17.07157
O 25.63070 -2.27450 -16.60088
H 27.30541 -3.43433 -18.20746
H 26.45720 -2.20467 -19.10083
H 26.18536 -3.89017 -19.48818
H 24.31947 -2.73045 -18.18818
H 24.24566 -5.00824 -17.77026
H 24.18275 -4.28141 -16.21079
H 25.74635 -4.89615 -16.70734
H 26.40004 -2.74928 -16.27793
*
```

- HOMO level (eV) = -9.40
- E_LUMO (eV) = 0.279
- HOMO-LUMO gap (eV) = 9.7

Model B:
Entry from the Open Molecules 2025 dataset: a cluster of 13 separate species, C39H104O13 in total (ωB97M-V/def2-TZVPD).

Geometry as ORCA input:
```
! wB97M-V def2-TZVPD RIJCOSX def2/J DEFGRID3
* xyz 0 1
C 3.49174 -3.96277 -0.33657
C 3.97942 -4.09332 -1.79555
C 3.40489 -3.02349 -2.70571
O 5.41504 -4.00292 -1.92295
H 3.56906 -2.92898 0.00020
H 3.91836 -4.69703 0.34678
H 2.41810 -4.15028 -0.35203
H 3.66430 -5.08341 -2.12498
H 3.58871 -2.00802 -2.35483
H 2.32602 -3.14015 -2.80834
H 3.79440 -3.15362 -3.71539
H 5.72887 -4.71788 -1.36444
C 4.24497 2.14381 -1.38791
C 4.97549 3.45613 -0.88535
C 4.82969 4.61871 -1.80495
O 4.33922 3.83814 0.31424
H 4.04873 1.29059 -0.73860
H 4.89721 1.72581 -2.15470
H 3.28973 2.41930 -1.83481
H 6.02625 3.30710 -0.63678
H 5.39318 4.36746 -2.70353
H 5.35815 5.48537 -1.40778
H 3.81922 4.88453 -2.11542
H 4.89299 3.42001 0.97764
C -2.21890 -0.92250 3.97262
C -2.86702 -0.18516 5.23419
C -3.83821 0.88917 4.79207
O -3.55651 -1.19196 5.94719
H -1.56450 -1.72079 4.32276
H -1.64444 -0.15401 3.45540
H -3.03346 -1.27034 3.33734
H -2.16539 0.23187 5.95662
H -4.70678 0.46641 4.28713
H -3.30243 1.54062 4.10166
H -4.11897 1.48957 5.65740
H -3.87414 -1.81845 5.29281
C -0.07928 0.84201 0.88428
C -0.48957 0.17569 -0.42497
C 0.67570 -0.48423 -1.17756
O -1.39543 -0.84075 -0.03832
H 0.65721 1.59363 0.60010
H 0.40503 0.09525 1.51347
H -0.97330 1.21237 1.38593
H -0.98154 0.89542 -1.07922
H 1.28748 -1.18104 -0.60460
H 1.30859 0.37532 -1.39831
H 0.28832 -0.99639 -2.05832
H -0.87853 -1.59813 0.24591
C 1.50511 0.15110 -5.42920
C 2.80295 -0.18080 -6.16727
C 2.72927 -1.32785 -7.20914
O 3.38310 0.99860 -6.74353
H 1.65151 1.00538 -4.76823
H 0.98423 -0.59457 -4.82857
H 0.70703 0.42873 -6.11774
H 3.47697 -0.57683 -5.40769
H 1.97785 -1.13620 -7.97513
H 2.57118 -2.26960 -6.68357
H 3.68524 -1.50394 -7.70230
H 4.09488 0.73215 -7.33003
C 1.37446 2.05793 3.80046
C 2.42008 3.15896 4.14431
C 1.94618 4.55186 4.44213
O 3.20705 2.74394 5.23829
H 0.96982 2.13114 2.79100
H 0.51168 2.09123 4.46574
H 1.79712 1.05322 3.79593
H 3.11149 3.20717 3.30305
H 1.45428 4.91129 3.53827
H 2.77431 5.24248 4.60133
H 1.20702 4.66408 5.23532
H 3.67134 1.94511 4.97767
C -3.90172 -3.33829 -0.20019
C -3.85329 -4.88596 -0.18195
C -5.27734 -5.47893 -0.62155
O -2.93621 -5.26889 -1.20376
H -3.84623 -2.90185 -1.19746
H -3.13254 -2.87092 0.41465
H -4.83924 -2.95008 0.19787
H -3.56919 -5.30573 0.78302
H -5.20996 -6.56309 -0.71193
H -5.58990 -5.18735 -1.62424
H -6.16463 -5.17445 -0.06648
H -3.40820 -5.32494 -2.03783
C -0.59661 -4.17575 3.29967
C 0.43952 -3.20746 2.72959
C 1.85449 -3.85668 2.77219
O 0.07991 -2.96429 1.40240
H -0.44364 -4.11412 4.37712
H -0.43086 -5.18579 2.92492
H -1.63141 -3.88242 3.12292
H 0.38954 -2.23064 3.21066
H 2.67999 -3.15173 2.67369
H 1.84199 -4.48923 1.88460
H 2.06272 -4.42881 3.67629
H -0.30803 -3.76218 1.03567
C -1.77334 3.82548 2.48031
C -2.33541 5.15870 2.95465
C -3.74251 4.98934 3.45869
O -1.52233 5.61586 4.00781
H -2.47800 3.31963 1.82025
H -1.50639 3.14543 3.28924
H -0.89394 4.08214 1.88965
H -2.46811 5.90789 2.17413
H -4.43192 4.69274 2.66822
H -4.22465 5.83379 3.95118
H -3.75080 4.24920 4.25884
H -1.56047 5.02375 4.76250
C -4.58945 0.32574 0.70797
C -4.73374 0.42154 -0.85920
C -5.76543 1.53204 -1.32497
O -3.44729 0.81357 -1.36740
H -4.35752 1.28532 1.17004
H -3.83853 -0.40475 1.00896
H -5.48219 -0.06646 1.19511
H -4.91654 -0.56627 -1.28218
H -5.97733 1.42578 -2.38888
H -5.37021 2.53002 -1.13545
H -6.74474 1.41654 -0.86053
H -2.79684 0.27872 -0.90649
C -0.63930 -2.52337 -6.13933
C -1.60560 -3.26742 -5.22345
C -1.93168 -2.49487 -3.94273
O -2.73501 -3.39103 -6.04631
H -0.61115 -2.90468 -7.16007
H 0.39526 -2.57876 -5.80063
H -0.93653 -1.48169 -6.26042
H -1.15407 -4.23396 -4.99983
H -1.81755 -1.41522 -4.03981
H -1.37282 -2.86636 -3.08379
H -2.98158 -2.68647 -3.72114
H -3.06810 -2.49875 -6.16671
C -2.34262 4.53488 -0.95429
C -2.31222 4.20258 -2.44850
C -1.04375 3.46299 -2.89121
O -3.43014 3.44599 -2.80086
H -2.16777 3.57989 -0.45879
H -3.34578 4.80504 -0.62445
H -1.61508 5.29788 -0.67749
H -2.28995 5.11525 -3.04400
H -0.50936 3.95548 -3.70360
H -1.32628 2.56537 -3.44128
H -0.31324 3.16279 -2.13999
H -3.38807 2.61889 -2.31534
C 3.76447 -0.17270 2.11752
C 4.63095 -0.62323 3.31347
C 6.11929 -0.90743 2.94046
O 4.59817 0.43243 4.26994
H 4.13607 0.82701 1.89261
H 2.69809 0.02463 2.22702
H 3.80852 -0.79374 1.22282
H 4.13848 -1.50393 3.72568
H 6.12416 -1.76155 2.26329
H 6.83202 -1.12857 3.73495
H 6.60339 -0.08694 2.41078
H 5.22607 0.23059 4.96751
*
```

- HOMO level (eV) = -9.46
- E_LUMO (eV) = 0.258
- HOMO-LUMO gap (eV) = 9.7

Verdict on stability: model A comes out on top.

Model A:
Entry from the Open Molecules 2025 dataset: a structure of composition C18H17Br2KNOPSe4 (ωB97M-V/def2-TZVPD).

Geometry as ORCA input:
```
! wB97M-V def2-TZVPD RIJCOSX def2/J DEFGRID3
* xyz -2 1
K -0.18730 -0.57768 -0.13506
C 2.92552 -1.28430 -1.76307
C 3.44254 -0.81170 -0.43291
C 4.82230 -0.77780 -0.14218
C 5.24392 -0.35613 1.08635
C 4.30419 0.04141 2.06139
C 4.63075 0.49956 3.36116
Br 6.45637 0.61281 3.92537
C 3.64783 0.87265 4.23854
C 2.30714 0.80492 3.87403
Br 0.99467 1.33999 5.14705
C 1.84264 0.35393 2.61118
O 0.64503 0.27778 2.27638
C 2.93840 -0.02695 1.68892
N 2.55369 -0.44278 0.46234
H 3.73670 -1.42314 -2.47920
H 2.20410 -0.57931 -2.18296
H 2.40061 -2.23637 -1.65081
H 5.53606 -1.08490 -0.89714
H 6.29940 -0.32197 1.32476
H 3.90861 1.22437 5.22798
Se -0.46643 0.71505 -3.15999
Se -2.14775 -0.92811 -3.16738
Se -1.22328 -2.96779 -2.41082
Se -1.91614 -3.33981 -0.19931
C -2.71594 3.65869 1.23041
P -1.90418 2.65488 -0.09821
C -1.90679 3.90437 -1.44314
C -3.33238 1.59544 -0.54200
C -3.53126 0.45722 0.23904
C -4.55269 -0.43707 -0.04180
C -5.40228 -0.19608 -1.11093
C -5.21045 0.92694 -1.90268
C -4.17906 1.81331 -1.62526
H -3.64551 4.12048 0.88725
H -2.02467 4.43381 1.56802
H -2.93166 3.01043 2.08032
H -2.86536 4.42056 -1.54582
H -1.64413 3.39671 -2.37297
H -1.13314 4.64181 -1.22018
H -2.85249 0.24814 1.06140
H -4.63944 -1.34774 0.53526
H -6.17980 -0.90898 -1.35705
H -5.84408 1.09640 -2.76578
H -4.01665 2.65746 -2.28282
*
```

- HOMO level (eV) = -0.87
- E_LUMO (eV) = 3.828
- HOMO-LUMO gap (eV) = 4.7

Model B:
Entry from the Open Molecules 2025 dataset: a structure of composition C18H17Br2KNOPSe4 (ωB97M-V/def2-TZVPD).

Geometry as ORCA input:
```
! wB97M-V def2-TZVPD RIJCOSX def2/J DEFGRID3
* xyz -2 1
K 0.45269 1.52388 0.87165
C -0.13581 -1.23693 3.29725
C 1.03546 -1.57583 2.44577
C 1.94210 -2.58394 2.83518
C 3.09637 -2.75160 2.12615
C 3.36710 -1.91273 1.02811
C 4.56829 -1.91741 0.30438
Br 5.98834 -3.10616 0.80847
C 4.78550 -1.06100 -0.74465
C 3.77619 -0.19269 -1.11108
Br 4.07840 1.00745 -2.55824
C 2.53024 -0.07738 -0.46669
O 1.66232 0.76413 -0.80808
C 2.35761 -0.98078 0.66077
N 1.23411 -0.85160 1.37033
H -0.34823 -2.02717 4.01525
H -1.01651 -1.00969 2.70359
H 0.11615 -0.32065 3.83877
H 1.73410 -3.20357 3.69818
H 3.82136 -3.50518 2.41263
H 5.73165 -1.05849 -1.26987
Se 1.13983 2.23505 4.11594
Se -0.73949 3.55216 4.16802
Se -1.58600 3.72123 2.02973
Se -3.54305 2.54294 1.87461
C -1.48158 -1.64844 -2.23811
P -1.18582 -0.38349 -0.90514
C -2.56105 -0.83359 0.22391
C -1.94124 1.02798 -1.79076
C -1.09357 2.05194 -2.19773
C -1.58996 3.14473 -2.88784
C -2.94031 3.21971 -3.18764
C -3.78764 2.19920 -2.78921
C -3.29510 1.11294 -2.09313
H -2.51169 -1.60476 -2.59327
H -1.26763 -2.63788 -1.83419
H -0.80489 -1.45398 -3.06952
H -3.44729 -1.17789 -0.30630
H -2.81419 0.04674 0.81751
H -2.21136 -1.62358 0.88730
H -0.03783 1.97787 -1.97568
H -0.92100 3.94063 -3.19216
H -3.33602 4.07487 -3.72273
H -4.84353 2.25417 -3.01675
H -3.97703 0.33880 -1.77471
*
```

- HOMO level (eV) = -0.44
- E_LUMO (eV) = 3.812
- HOMO-LUMO gap (eV) = 4.3

Verdict on stability: model A comes out on top.